Record 1
Computed, not measured: the ion C5H12NO with charge -1, with wB97M-V/def2-TZVPD.

```
19
Properties=species:S:1:pos:R:3:forces:R:3
C -0.490738 -0.338680 -0.254022 -0.1958 2.1119 -1.2778
N -0.453619 -0.868076 -1.600964 0.3732 -1.8925 -0.8315
C -1.217946 -2.209539 -1.784594 0.5607 0.4251 1.7246
O -2.483028 -2.078349 -1.458709 -0.4498 -0.3542 -0.7243
C 0.950516 0.041804 0.180947 -0.6248 -1.5188 0.0934
C 1.203162 1.411520 0.752879 0.1273 0.6415 1.1133
C 0.414966 1.824676 2.000290 -0.4250 -1.6324 0.3535
H -1.020799 0.631113 -0.234057 -0.3491 -0.1911 -0.0799
H -1.081283 -0.988663 0.387295 0.3208 -0.2770 0.2349
H -0.905562 -0.344419 -2.338336 -0.1486 0.7271 0.6051
H -0.869001 -2.507218 -2.800984 -0.5506 0.0828 -0.4102
H -0.697880 -2.977412 -1.120411 0.2435 0.4415 -0.1019
H 1.562523 -0.085635 -0.712598 0.0005 -0.0373 0.0624
H 1.201746 -0.793699 0.853115 0.6803 0.5323 0.2865
H 2.260245 1.450094 1.054050 -0.0220 0.2031 -0.3184
H 1.018884 2.232654 0.054581 0.1767 -0.3443 -0.5498
H -0.660362 1.645581 1.888810 0.0040 0.6534 -0.3732
H 0.655521 2.834064 2.313069 -0.1799 0.1759 0.0844
H 0.612654 1.120188 2.819642 0.4585 0.2529 0.1089
```
Forces are in eV/Å.

## Properties
- Charge: -1
- Max |F|: 2.48 eV/Å
- SMILES string: CCCCNC[O-]
- HOMO-LUMO gap: 6.085 eV
- HOMO level: -0.088 hartree
- E_LUMO: 3.6974 eV
- ΔE to the lowest compared entry with this formula, charge and spin: 20.6 kcal/mol



Record 2
Computed, not measured: the ion C5H12NO with charge -2, with wB97M-V/def2-TZVPD.

```
19
Properties=species:S:1:pos:R:3:forces:R:3
C 0.314811 0.413254 -0.373620 0.4717 -0.4094 1.0285
C -0.932192 -0.409149 -0.057692 0.0514 -1.1750 0.2465
C -2.121702 -0.249313 -0.999632 0.1584 -2.0376 0.1271
C -1.434430 -0.098868 1.359506 1.0429 -0.5465 -0.1859
N 1.498413 -0.144853 0.284404 1.0436 -0.6434 -0.5117
C 2.977305 0.204809 -0.319018 -1.1962 0.1371 1.8315
O 3.780585 0.750063 0.563093 0.4837 0.2245 0.8205
H 0.487376 0.309291 -1.449584 -0.0258 0.7404 0.0181
H 0.115941 1.422068 0.033309 0.0412 0.3149 -0.9535
H -0.543752 -1.460392 -0.107854 -0.5342 0.6322 0.1167
H -1.952850 -0.699555 -1.979442 0.4336 0.5021 -0.4440
H -2.418030 0.790352 -1.053948 -0.6375 0.0294 -0.0524
H -2.872474 -1.031545 -0.678547 -0.0401 1.4318 0.0648
H -2.004957 -0.897022 1.835608 -0.4139 0.0426 -0.2996
H -0.562828 0.005399 2.007708 0.0402 0.3394 0.2051
H -1.989843 0.822448 1.278958 -0.3439 0.3161 0.4562
H 1.612436 0.109554 1.258063 -0.1835 0.3321 -0.0731
H 3.361627 -0.829300 -0.558590 -0.5259 0.6419 -1.1544
H 2.684572 0.992750 -1.042726 0.1344 -0.8726 -1.2406
```
Forces are in eV/Å.

## Properties
- Charge: -2
- Max |F|: 2.19 eV/Å
- 2S+1: 2
- HOMO-LUMO gap (alpha / beta): 2.974 / 7.039 eV
- HOMO level (alpha / beta): 0.143 / -0.002 hartree
- E_LUMO (alpha / beta): 6.8669 / 6.9846 eV
- ΔE to the lowest compared entry with this formula, charge and spin: 15.0 kcal/mol



Record 3
Computed, not measured: the ion C5H12NO with charge -2, with wB97M-V/def2-TZVPD.

```
19
Properties=species:S:1:pos:R:3:forces:R:3
C -0.135093 0.418720 0.318568 1.5708 0.2158 0.3944
C -0.042122 -0.976679 -0.319452 -1.4636 -0.5713 -0.0814
C -0.903498 -1.923020 0.558694 0.1019 0.2297 0.4530
C -0.551601 -1.053839 -1.775265 1.1195 2.1375 0.6439
N 0.787048 1.438750 -0.211639 -0.1359 -0.7610 0.1528
C 1.401862 2.294239 0.932579 -1.0264 -0.8673 -0.4366
O 2.091671 3.322343 0.541756 0.2932 0.3378 0.0377
H 0.237593 0.237414 1.342201 -0.3769 0.0482 0.0836
H -1.153000 0.800623 0.432742 -0.2791 -0.2095 -0.1898
H 1.014773 -1.244041 -0.266036 0.0274 -0.1320 -0.0772
H -0.338593 -2.241490 1.442140 -0.0215 -0.2875 -0.0665
H -1.771523 -1.409982 1.001623 0.1166 0.2330 -0.2260
H -1.361019 -2.776926 0.054303 0.4634 -0.1706 -0.1214
H -0.510017 -2.037276 -2.223640 -0.4719 -0.1734 0.0372
H 0.076245 -0.352854 -2.351858 0.1489 -0.3595 -0.1736
H -1.487202 -0.492416 -1.762201 -0.5942 -0.7861 -0.3339
H 0.238301 2.031286 -0.807061 0.0548 0.6631 -0.2568
H 1.899618 1.456817 1.492634 0.5032 0.1436 0.1025
H 0.506559 2.508333 1.599912 -0.0301 0.3096 0.0580
```
Forces are in eV/Å.

## Properties
- Charge: -2
- Max |F|: 2.50 eV/Å
- 2S+1: 2
- HOMO-LUMO gap (alpha / beta): 2.883 / 6.943 eV
- HOMO level (alpha / beta): 0.144 / -0.004 hartree
- E_LUMO (alpha / beta): 6.7947 / 6.8283 eV
- ΔE to the lowest compared entry with this formula, charge and spin: 3.6 kcal/mol



These records have E_tot values of -8916.1715 -8912.0066 -8912.5000 eV, in the order they appear.